Here is a cluster of 12 separate species, C36H104N16O12 in total at a distorted geometry from the Open Molecules 2025 dataset. Energies are from wB97M-V/def2-TZVPD.

Cartesian coordinates (Å):
H1 -23.406 9.311 -4.163
H2 -22.611 8.368 -6.116
N1 -28.302 6.986 -2.552
C1 -21.033 8.914 4.506
H3 -21.524 13.015 -1.629
H4 -21.491 9.807 4.940
H5 -23.062 14.136 2.299
H6 -26.412 6.175 1.599
H7 -27.618 15.333 0.749
O1 -20.482 3.490 -1.473
H8 -26.802 9.713 2.446
O2 -21.499 8.402 -4.401
C2 -27.394 7.641 2.440
H9 -22.957 8.109 -2.960
H10 -27.152 11.451 -0.630
C3 -24.225 3.888 1.399
C4 -21.847 7.759 -5.614
H11 -21.993 6.379 -0.951
H12 -18.845 4.396 -0.681
C5 -19.959 13.544 2.896
H13 -18.287 12.483 1.932
C6 -19.428 10.811 0.608
O3 -24.154 12.129 0.139
H14 -23.867 6.326 -7.078
H15 -22.051 6.773 2.003
C7 -21.873 8.409 3.356
N2 -26.273 7.184 1.581
H16 -25.165 5.321 -0.648
N3 -23.113 13.291 1.762
H17 -25.061 1.725 -0.215
H18 -19.719 7.259 -0.110
O4 -28.420 11.681 -3.389
H19 -25.871 13.549 -3.595
H20 -21.037 7.772 -6.347
H21 -19.040 9.943 1.159
O5 -23.424 7.490 -0.077
N4 -23.163 7.978 3.924
H22 -30.494 15.297 -0.377
H23 -19.368 14.239 -2.259
C8 -21.265 7.158 2.662
H24 -28.428 15.737 -1.978
H25 -28.876 7.130 -1.743
H26 -22.697 3.904 3.673
H27 -26.986 16.052 -1.356
H28 -27.064 13.654 -1.008
H29 -23.007 7.118 4.434
H30 -19.947 4.275 3.465
H31 -25.369 11.837 -2.980
H32 -25.888 1.755 1.316
H33 -28.851 11.168 -0.399
H34 -19.411 5.280 2.062
N5 -26.290 6.689 -3.596
C9 -19.236 12.286 2.439
C10 -25.487 3.705 0.565
H35 -19.159 2.155 -0.568
H36 -18.547 11.284 0.167
N6 -27.983 16.190 -1.177
H37 -21.844 5.140 -2.050
C11 -22.982 5.766 -6.790
C12 -22.943 12.679 -3.213
C13 -22.290 6.298 -5.510
H38 -20.854 4.437 2.136
H39 -23.385 3.423 0.876
C14 -28.789 7.498 1.801
C15 -27.957 11.541 0.107
C16 -23.570 8.697 -0.291
C17 -26.988 6.791 -2.428
H40 -26.140 12.943 1.081
H41 -19.826 7.951 -1.789
C18 -20.230 2.373 -0.650
C19 -23.092 12.736 -4.741
H42 -20.661 14.018 0.928
H43 -26.756 6.504 -4.461
H44 -30.992 5.992 1.540
H45 -22.253 5.823 -7.605
C20 -20.121 5.900 -1.714
C21 -19.449 7.138 -1.163
C22 -27.015 8.919 3.162
H46 -27.633 13.937 -3.921
H47 -23.072 10.632 0.130
H48 -26.521 7.371 0.599
H49 -22.064 9.316 0.820
H50 -18.362 7.176 -1.239
H51 -26.311 4.253 1.034
H52 -26.762 2.088 -0.244
H53 -22.163 9.593 -2.888
H54 -23.419 5.047 -4.377
N7 -26.862 13.334 -3.698
C23 -28.302 15.196 -0.093
H55 -31.382 7.708 1.690
H56 -25.446 13.962 2.368
C24 -20.114 14.519 1.726
H57 -21.437 5.659 -5.252
H58 -22.723 13.649 -5.217
N8 -19.111 14.183 3.935
H59 -20.395 4.788 0.104
H60 -26.201 8.628 3.819
H61 -23.370 2.332 4.144
C25 -23.197 3.002 3.304
H62 -21.959 9.210 2.629
C26 -31.003 6.840 2.238
C27 -29.716 15.490 0.366
C28 -24.217 12.988 1.042
O6 -24.428 3.390 2.718
N9 -25.386 13.498 1.485
H63 -31.647 6.548 3.064
N10 -25.149 4.309 -0.740
H64 -23.842 7.814 3.186
H65 -29.088 8.456 1.345
O7 -20.740 6.144 3.494
C29 -27.249 12.075 -3.409
C30 -21.689 13.302 -2.675
H66 -24.106 12.535 -5.080
N11 -22.773 9.667 0.206
H67 -29.906 14.831 1.219
H68 -28.647 7.041 -3.492
H69 -18.799 13.487 4.607
H70 -23.013 6.446 -3.552
C31 -20.218 5.076 2.773
C32 -28.058 13.772 -0.566
H71 -20.904 8.182 5.302
N12 -24.710 9.195 -0.880
H72 -18.490 13.219 -3.407
O8 -29.723 7.075 2.766
N13 -23.270 6.043 -4.440
O9 -28.180 12.873 0.548
H73 -28.747 6.765 0.984
H74 -20.645 2.498 0.353
H75 -18.921 11.655 3.280
C33 -25.852 2.238 0.338
H76 -25.927 4.090 -1.356
H77 -24.054 4.965 1.531
C34 -19.399 13.793 -3.260
H78 -24.836 10.191 -0.817
C35 -22.558 8.884 -3.618
H79 -19.117 14.774 1.365
H80 -22.264 12.817 1.488
N14 -26.183 11.250 -3.162
H81 -20.072 10.434 -0.183
H82 -20.608 15.469 1.935
H83 -20.475 7.497 1.972
H84 -23.208 4.714 -6.625
H85 -20.037 9.254 4.205
H86 -22.412 11.969 -5.124
H87 -27.673 10.829 0.880
H88 -24.036 14.349 -2.515
H89 -28.794 13.464 -1.317
H90 -26.259 10.325 -2.790
N15 -21.569 6.093 -1.825
H91 -19.676 5.710 -2.696
H92 -19.613 14.573 -3.993
O10 -26.428 6.875 -1.312
H93 -24.111 13.044 -1.623
H94 -29.877 16.519 0.680
H95 -25.430 8.549 -1.149
H96 -27.552 6.838 3.174
H97 -23.009 11.606 -3.035
H98 -25.281 6.670 -3.526
H99 -21.712 14.391 -2.808
H100 -19.716 14.786 4.485
O11 -20.135 11.581 1.577
H101 -22.506 2.528 2.602
O12 -20.490 12.882 -3.331
C36 -19.899 4.646 -0.859
H102 -20.933 13.287 3.320
H103 -27.845 9.287 3.773
N16 -24.110 13.338 -2.606
H104 -20.622 1.446 -1.067

lowest unoccupied orbital energy: 0.1 eV
relative energy (zero: lowest compared OMol25 entry of this formula, charge and spin): 10.1 kcal per mole
strongest force on any atom: 0.0512 Eh/bohr
electronic energy: -87430.02023 eV
SMILES string: COC[C@H](C)N.COC[C@H](C)N.COC[C@H](C)N.COC[C@H](C)N.COC[C@H](C)N.COC[C@H](C)N.COC[C@H](C)N.COC[C@H](C)N.NC(N)=O.NC(N)=O.NC(N)=O.NC(N)=O
highest occupied orbital energy: -0.3103 hartree

---

Here is a cluster of 12 separate species, C36H105N9O12 in total at a distorted geometry from the Open Molecules 2025 dataset. Energies are from wB97M-V/def2-TZVPD.

Cartesian coordinates (Å):
H1 -0.222 1.829 -5.200
C1 2.647 -5.347 -2.521
N1 6.016 -0.701 6.152
H2 -4.751 -0.910 -6.451
H3 -4.519 -3.068 -4.898
C2 -5.542 -1.084 -4.739
H4 1.109 7.942 -0.034
H5 0.221 -0.861 -2.414
H6 -7.771 -1.389 -5.018
H7 -7.059 -0.097 -6.003
C3 0.832 -8.074 -4.838
H8 2.100 -3.240 -3.744
C4 4.563 2.691 3.658
H9 -0.648 6.596 -5.989
N2 -5.628 -1.075 3.529
N3 -4.511 -0.427 -5.597
O1 -0.959 4.886 -4.866
H10 -2.873 -2.415 8.674
H11 3.841 -1.378 1.287
C5 4.637 -1.110 0.593
H12 -2.987 -1.462 -1.816
C6 6.653 -0.217 4.947
H13 -4.346 0.588 1.637
H14 2.344 3.948 -1.008
H15 0.129 8.188 -1.372
O2 0.621 -7.458 -3.614
C7 0.711 1.587 2.003
H16 6.405 0.917 0.090
C8 2.323 6.563 -1.875
H17 0.263 1.776 -3.507
H18 2.203 -5.005 -1.586
H19 -0.674 -3.921 4.423
C9 2.339 8.028 -1.752
C10 0.402 -1.350 -1.457
H20 2.508 4.367 0.706
H21 -2.384 2.448 -3.018
C11 -2.530 -4.058 6.449
H22 -4.302 -0.807 0.509
O3 0.242 -0.242 -0.503
H23 7.201 3.045 -1.526
H24 0.905 -3.569 -4.779
H25 -4.797 -1.438 3.973
H26 -2.318 3.092 -5.803
H27 3.545 2.390 3.413
O4 -3.683 -3.769 7.179
C12 -3.792 -1.126 -2.470
C13 -4.982 -2.427 -4.147
C14 -7.084 -2.253 -0.312
O5 -5.904 -2.795 0.256
N4 -0.915 0.199 3.033
H28 1.111 4.930 -0.159
H29 0.030 -0.180 4.861
H30 3.471 -4.643 -2.641
C15 -1.440 4.322 -3.615
H31 2.897 -6.403 -2.413
O6 -3.784 -2.147 -3.429
H32 -3.424 1.683 5.644
H33 6.653 -2.046 3.794
H34 0.061 0.572 6.174
C16 7.397 -1.417 4.282
H35 -2.427 -5.130 6.277
H36 0.325 2.418 2.593
H37 6.525 3.377 0.037
H38 1.483 1.188 2.661
H39 -2.809 -1.439 6.082
H40 -7.135 -1.166 -0.240
C17 0.189 -0.648 0.858
H41 0.142 -7.885 -5.661
H42 -3.531 -0.165 -2.914
H43 -5.698 -3.063 -3.627
H44 1.321 6.179 -2.064
N5 -2.323 -1.838 5.292
H45 -5.580 -0.179 3.992
H46 1.210 1.967 1.111
H47 7.990 -1.959 5.018
H48 -1.269 1.044 3.459
C18 -1.646 -3.639 4.019
H49 5.526 -1.109 1.224
N6 1.250 -3.774 -3.852
H50 -3.616 -0.797 -5.310
C19 6.259 3.229 -1.010
H51 4.909 -1.857 -0.153
H52 4.893 -0.111 3.704
H53 7.428 0.487 5.252
N7 3.292 0.066 -1.178
H54 -0.396 -2.079 -1.317
H55 -1.755 -0.320 2.825
H56 1.776 -7.775 -5.295
C20 5.737 0.556 3.881
H57 -0.249 -1.639 0.975
C21 -3.568 -3.244 8.541
H58 8.005 -1.177 3.409
H59 -0.038 6.734 -4.301
H60 2.410 9.633 -3.082
H61 -6.791 -2.971 2.057
C22 -0.356 0.501 1.699
H62 -4.482 -3.091 9.115
H63 -1.170 1.008 1.182
H64 -0.726 4.515 -2.815
H65 -1.694 -3.789 7.095
H66 -7.088 -2.512 -1.371
C23 2.177 4.730 -0.267
H67 1.247 -0.817 1.057
H68 -1.017 0.795 -4.116
C24 1.655 -5.210 -3.767
C25 -0.597 1.799 -4.176
H69 6.088 0.356 -1.437
H70 -6.679 -1.685 -6.392
H71 -1.747 6.693 -4.603
H72 4.487 3.637 4.194
C26 -4.345 -0.499 1.553
H73 6.835 -1.016 6.652
H74 1.092 9.588 -0.793
O7 0.171 -0.302 5.800
H75 3.094 8.328 -3.539
H76 5.641 0.150 6.547
H77 2.106 -5.537 -4.703
H78 -5.726 -0.432 -3.885
C27 -2.603 -3.242 5.139
H79 5.885 4.132 -1.493
C28 -5.627 -1.114 2.115
H80 -3.421 -0.815 2.037
H81 -3.634 -3.445 4.849
H82 4.981 2.913 2.675
H83 -2.919 1.716 -5.082
O8 3.632 -1.878 -3.275
H84 3.205 8.534 -1.328
H85 -5.142 -3.155 2.088
H86 -2.166 -4.480 3.561
O9 2.877 5.923 -0.760
H87 -2.831 0.389 5.128
H88 -0.036 -5.700 -2.674
H89 -3.024 -4.007 9.096
H90 -8.037 -2.581 0.103
N8 2.245 8.636 -3.088
C29 -1.751 2.781 -3.840
H91 2.380 0.312 -0.820
H92 1.348 -1.890 -1.485
C30 5.604 0.931 -0.648
C31 0.417 -6.051 -3.601
H93 6.310 0.710 2.967
H94 3.908 0.891 0.696
C32 1.086 8.512 -0.963
C33 -5.897 -2.516 1.631
C34 -0.794 6.294 -4.952
H95 -2.309 4.863 -3.240
N9 -2.734 2.702 -4.969
O10 5.237 2.127 -1.111
H96 -6.433 -0.465 1.773
H97 3.454 0.739 -1.913
H98 -4.680 -1.123 -1.838
H99 4.215 -1.209 -3.634
H100 -0.330 -5.814 -4.359
H101 0.966 -9.105 -4.512
H102 -1.325 -1.684 5.303
H103 -1.589 -2.824 3.297
O11 -2.648 1.324 5.213
C35 4.316 0.250 -0.086
C36 -6.864 -1.056 -5.522
H104 3.199 -1.449 -2.538
O12 5.371 1.807 4.438
H105 2.801 6.316 -2.823

lowest unoccupied orbital energy (alpha / beta): -2.7 / -8.3 eV
relative energy (zero: lowest compared OMol25 entry of this formula, charge and spin): 0.0 kcal per mole
⟨S²⟩: 0.756
strongest force on any atom: 0.0996 Eh/bohr
electronic energy: -76998.57710 eV
total charge: +1
highest occupied orbital energy (alpha / beta): -0.3712 / -0.3712 hartree
multiplicity: 2